(1)
Computed, not measured: a molecular structure, C30H23BiCl3N4O4S2, with ωB97M-V with the def2-TZVPD basis set.

```
! wB97M-V def2-TZVPD RIJCOSX def2/J DEFGRID3
* xyz -1 1
Bi 1.45 -2.30 1.78
O -2.66 0.29 4.10
C -1.68 1.21 4.12
C -2.07 2.54 4.33
C -1.15 3.56 4.41
C 0.20 3.28 4.26
C 0.60 1.97 4.01
C -0.31 0.92 3.93
C 0.26 -0.48 3.72
O 1.15 -0.44 2.62
N -0.79 -1.46 3.50
N -0.36 -2.57 3.01
C -0.93 -3.74 3.14
C -0.24 -5.00 2.92
C -1.01 -6.17 2.93
C -0.45 -7.43 2.93
C 0.94 -7.55 2.92
C 1.72 -6.41 2.90
C 1.17 -5.12 2.90
O 2.03 -4.10 2.90
H -2.22 -0.59 3.93
H -3.14 2.73 4.44
H -1.48 4.58 4.60
H 0.94 4.07 4.35
H 1.65 1.73 3.91
H -1.90 -3.76 3.63
H -2.09 -6.07 2.96
H -1.07 -8.31 2.95
H 1.41 -8.53 2.94
H 2.80 -6.48 2.91
Cl -0.09 3.43 -9.08
C -0.04 2.83 -7.46
C -0.57 3.58 -6.43
C -0.52 3.08 -5.14
C 0.04 1.84 -4.84
C 0.03 1.36 -3.41
C -0.99 0.23 -3.18
N -0.94 -0.24 -1.82
C -1.61 0.29 -0.73
C -1.20 -0.43 0.35
N -0.30 -1.38 -0.05
C -0.16 -1.23 -1.35
O 1.27 0.91 -2.94
C 2.18 1.96 -2.64
C 1.61 2.87 -1.60
C 1.36 4.20 -1.77
Cl 1.70 5.14 -3.17
S 0.60 4.92 -0.40
C 0.59 3.41 0.42
C 1.16 2.43 -0.32
C 0.56 1.11 -5.92
Cl 1.27 -0.46 -5.69
C 0.53 1.59 -7.21
H -1.01 4.55 -6.63
H -0.92 3.67 -4.32
H -0.28 2.21 -2.78
H -0.76 -0.60 -3.85
H -1.99 0.60 -3.41
H -2.30 1.11 -0.83
H -1.49 -0.33 1.39
H 0.49 -1.81 -1.99
H 2.42 2.53 -3.54
H 3.08 1.47 -2.28
H 0.16 3.33 1.41
H 1.24 1.40 0.03
H 0.94 1.01 -8.02
S 1.15 -0.97 5.26
*
```

Results
- energy (eV) = -110711.121
- LUMO level (eV) = 1.65
- HOMO level (eV) = -2.93
- strongest force on any atom (eV/A) = 1.48
- frontier orbital gap (eV) = 4.574

---

(2)
Computed, not measured: 2 unconnected molecules or ions with the total composition C2H4IN, with ωB97M-V with the def2-TZVPD basis set.

```
! wB97M-V def2-TZVPD RIJCOSX def2/J DEFGRID3
* xyz 0 1
C -0.35 0.41 0.05
C -0.04 -0.83 0.14
N -0.53 1.53 -0.39
I 3.91 0.14 -0.03
H -0.67 -1.63 -0.04
H 2.73 1.02 -0.31
H 0.90 -1.11 0.52
H -0.81 2.26 0.15
*
```

Results
- energy (eV) = -11727.558
- relative energy (zero: lowest compared OMol25 entry of this formula, charge and spin) (kcal per mole) = 33.5
- LUMO level (eV) = 0.80
- HOMO level (eV) = -9.16
- strongest force on any atom (eV/A) = 3.45
- SMILES = C=C=N.I
- frontier orbital gap (eV) = 9.959